No. 1
C17H37As2GeO6PdSSeSi2 | the ωB97M-V functional and the def2-TZVPD basis

⟨S²⟩: 2.012
Net charge: -1
Spin multiplicity: 3
HOMO energy (alpha / beta) (eV): -4.6 / -5.2

Last column: Mulliken spin population.
CARTESIAN COORDINATES (ANGSTROEM)
H1 4.6116 -2.7309 -0.3767  0.008
H2 -1.2896 3.9881 1.1304  -0.005
As1 2.0769 0.9503 0.3238  1.052
H3 1.4503 0.9595 3.1563  -0.005
H4 4.4829 -1.0199 -0.7875  -0.019
H5 -3.4618 -4.2003 -1.9086  0.000
C1 4.5732 2.5629 -1.2387  0.026
H6 0.7216 3.4578 4.1693  -0.001
H7 0.2850 0.4821 4.3948  0.002
O1 -0.9130 -3.9227 -1.6158  0.003
C2 -2.8813 -2.2249 -1.3869  0.000
H8 1.9740 0.7147 -3.7106  -0.001
H9 -3.2572 2.6419 3.2640  0.000
C3 -3.7971 -3.1794 -1.7858  0.001
H10 -4.8345 0.5045 -1.3019  0.000
O2 -0.8594 1.1252 -1.5749  0.028
H11 3.6107 0.2031 -3.3086  0.000
C4 -2.7834 1.6761 3.1072  0.001
O3 -0.4635 -1.5492 -1.8372  0.021
C5 1.8666 -3.8310 0.2072  -0.009
H12 -2.8721 1.1034 4.0261  0.000
H13 -6.5166 -1.1867 -2.0177  0.000
H14 -5.8339 -3.5402 -2.3391  0.000
H15 2.0697 -1.7550 -3.2425  -0.004
H16 -0.8445 4.2246 4.0343  0.000
H17 0.8913 -4.2210 -0.0750  0.002
H18 4.1048 -1.5622 0.8366  -0.011
O4 -1.0067 -2.5164 0.3499  0.020
Se1 0.5167 -1.2628 2.6429  0.241
H19 3.3426 1.7304 -4.1453  0.000
H20 -3.2982 1.1568 2.3074  -0.001
C6 -5.4873 -1.4791 -1.8476  0.001
As2 -1.9431 0.4047 -0.6123  -0.034
H21 -0.5853 2.6847 0.1431  -0.017
H22 0.7656 3.3074 -2.3378  -0.008
Si1 2.7717 1.9576 -1.6885  -0.024
C7 -3.2450 -0.9091 -1.2126  0.001
H23 5.2742 1.7354 -1.2709  0.004
C8 2.1999 -2.6254 -2.6073  0.014
H24 2.2054 4.1567 -2.8927  0.002
H25 1.7433 4.2089 -1.1885  0.005
C9 -0.3465 3.2690 4.1548  0.002
H26 4.5613 2.9294 -0.2141  -0.005
H27 4.9567 3.3457 -1.8829  0.003
H28 -1.3050 -1.6128 4.3416  0.011
H29 -1.9659 -1.3028 2.7032  -0.003
S1 -1.1611 -2.5962 -1.0985  -0.015
Si2 2.1975 -2.1674 -0.7285  0.038
H30 3.1237 -3.1298 -2.8843  0.000
C10 -0.5409 3.1944 1.1046  0.049
C11 1.7837 3.5792 -2.0746  0.049
C12 0.4411 0.5645 3.3137  0.012
C13 4.0362 -1.8264 -0.2153  0.043
C14 2.9495 1.0612 -3.3850  0.010
H31 -2.7136 2.4238 0.0419  0.000
Pd1 0.5644 -0.7516 0.0901  0.467
C15 -1.2123 -1.8356 3.2770  0.010
H32 1.8814 -3.6952 1.2906  0.000
Ge1 -0.8612 1.9904 2.6732  0.022
H33 -0.6255 2.8813 5.1286  0.000
H34 0.4462 3.6456 1.2048  -0.007
H35 2.6181 -4.5766 -0.0488  -0.001
H36 -1.2853 -2.9046 3.0922  0.003
O5 -1.3957 0.2210 0.9419  0.017
C16 -5.1093 -2.8027 -2.0214  -0.001
H37 1.3587 -3.2911 -2.7913  0.000
O6 -3.2019 1.6979 -0.3518  0.002
C17 -4.5591 -0.5313 -1.4441  0.000

=====

No. 2
C3H2Cl2F5OP | the ωB97M-V functional and the def2-TZVPD basis

HOMO energy (alpha / beta) (eV): -9.8 / -9.8

Last column: natural (NBO) charge in e.
CARTESIAN COORDINATES (ANGSTROEM)
F1 -0.4545 3.3117 -2.2153  -0.278
Cl1 1.3638 -0.5007 2.3784  -0.007
Cl2 0.0502 2.6538 2.2027  -0.252
F2 -2.5584 0.8763 -0.9508  -0.315
F3 -1.8563 1.9854 -3.2133  -0.310
O1 1.6471 1.8701 0.0276  -1.025
F4 -0.0972 1.1976 -2.2778  -0.326
P1 0.3977 1.5007 0.5981  1.618
C1 -1.0310 2.1671 -2.1801  0.873
C2 -0.0123 -0.2613 1.2549  -0.726
F5 -2.3242 3.0859 -0.5274  -0.310
H1 -1.0623 0.0859 1.6574  0.262
C3 -1.7457 1.9398 -0.8673  0.522
H2 0.0527 -1.1301 0.5745  0.273

=====

No. 3
C2H4ClN2S2 | the ωB97M-V functional and the def2-TZVPD basis

⟨S²⟩: 2.006
Net charge: +1
Spin multiplicity: 3
HOMO energy (alpha / beta) (eV): -13.4 / -13.5

Last column: Mulliken spin population.
CARTESIAN COORDINATES (ANGSTROEM)
C1 0.1800 0.1785 -0.5423  0.160
H1 0.3876 -0.7785 1.3458  0.014
S1 1.1006 2.8376 -1.5358  0.870
N1 -0.0350 -0.8051 -1.3458  0.111
H2 -0.0561 0.9521 1.3615  0.004
S2 -0.5414 -2.3074 -1.4163  0.615
C2 -0.2364 -0.0292 0.9869  -0.016
H3 -1.2766 -0.4632 0.9199  0.011
H4 0.8024 1.9115 0.3826  -0.015
N2 0.6673 1.5232 -0.5944  0.128
Cl1 -0.9926 -3.0195 0.4379  0.118

=====

No. 4
C5H16N2O | the ωB97M-V functional and the def2-TZVPD basis

SMILES: CC[C@H](C)NCN.O
HOMO energy (eV): -8.6

Last column: natural (NBO) charge in e.
CARTESIAN COORDINATES (ANGSTROEM)
H1 1.8144 1.9572 -2.2348  0.369
H2 -2.1853 -0.9520 3.3752  0.216
H3 -1.4770 0.2149 -0.2284  0.179
H4 -3.0722 -0.3109 2.0219  0.209
H5 2.0282 2.6802 1.0098  0.468
H6 -0.3098 -2.6985 -0.2975  0.208
C1 -0.7646 -0.5377 0.0950  -0.027
H7 -1.2510 -1.8598 -1.5883  0.214
N1 1.9912 0.9277 -1.9641  -0.864
H8 0.7236 2.0520 0.4285  0.494
H9 -0.6490 0.4674 2.0212  0.200
H10 -2.5535 -2.1154 1.9805  0.208
H11 -2.0469 -2.2694 -0.0116  0.207
C2 -1.0941 -1.9462 -0.5148  -0.641
H12 1.3175 -0.3834 0.1945  0.364
C3 -0.8866 -0.5927 1.7215  -0.396
H13 2.5125 1.1242 -1.0202  0.380
C4 0.7870 0.1798 -1.7485  -0.038
O1 1.5314 2.5506 0.2087  -0.966
H14 0.8546 -0.7765 -2.3962  0.153
N2 0.5269 -0.0004 -0.3139  -0.681
C5 -2.2789 -1.0210 2.2905  -0.620
H15 -0.0858 0.8005 -2.1606  0.167
H16 -0.0751 -1.3193 2.1208  0.196

=====

No. 5
C10H5FeNO3 | the ωB97M-V functional and the def2-TZVPD basis

⟨S²⟩: 6.028
Net charge: +2
Spin multiplicity: 5
HOMO energy (alpha / beta) (eV): -16.1 / -16.1

Last column: Mulliken spin population.
CARTESIAN COORDINATES (ANGSTROEM)
C1 1.2042 0.5479 1.5513  0.017
C2 -0.8027 2.1088 2.7128  -0.004
H1 -1.5770 2.7146 3.1645  0.000
H2 1.9903 -0.0539 1.1093  0.000
O1 -1.2300 0.0229 -4.9572  0.076
O2 -2.1465 -3.9695 -2.3536  0.059
H3 2.4376 1.1849 3.1979  0.000
O3 2.3926 -2.9763 -3.7594  0.053
C3 -1.0635 1.4089 1.5281  0.015
N1 -0.3932 -0.7095 -1.2540  -0.065
C4 0.4583 2.0282 3.3146  0.025
C5 1.4002 -2.5215 -3.4101  0.009
H4 -2.0418 1.4784 1.0689  -0.001
C6 -0.8255 -0.6785 -4.1461  -0.005
H5 0.6591 2.5701 4.2298  0.000
C7 -1.3885 -3.1316 -2.5465  -0.005
C8 -0.2948 -0.1014 -0.2749  0.133
C9 -0.0591 0.6262 0.9450  0.009
Fe1 -0.1810 -1.7966 -2.8539  3.688
C10 1.4612 1.2478 2.7335  -0.004

=====

No. 6
C22H22DyNO3 | the ωB97M-V functional and the def2-TZVPD basis

⟨S²⟩: 9.367
Spin multiplicity: 6
HOMO energy (alpha / beta) (eV): -8.0 / -8.0

Last column: Mulliken spin population.
CARTESIAN COORDINATES (ANGSTROEM)
Dy1 0.2855 0.1188 0.9855  5.009
H1 -1.5185 -1.6273 2.6615  0.002
C1 0.8576 -2.0989 0.3900  -0.004
C2 0.8226 -0.7404 -6.5908  0.000
H2 1.3483 -0.6178 -8.6630  0.000
H3 -0.3192 0.4532 7.3510  0.000
C3 -1.2318 -1.2107 6.3829  0.000
H4 1.6221 1.2533 3.4404  0.000
C4 0.9705 -0.0821 -7.8022  0.000
C5 -1.1237 0.2395 6.6115  0.000
C6 -0.7112 0.7455 5.2823  0.000
H5 -1.4022 -1.6539 -2.8696  0.000
H6 -0.5195 -1.7680 7.0314  0.000
O1 -0.0251 -0.0330 -3.0039  0.007
H7 0.5703 2.7106 -0.4986  -0.002
C7 1.6149 -1.7321 1.5211  0.050
H8 -1.3273 -2.3152 0.0802  0.001
C8 -0.6817 2.2725 1.2754  0.005
C9 0.7057 -1.5032 2.5811  -0.069
C10 0.3382 -0.0657 -5.4733  0.000
H9 0.7627 1.7789 -8.8504  0.000
H10 0.7893 -1.6698 -4.0733  0.000
H11 -1.0390 1.5475 3.3394  -0.003
C11 -0.6069 -1.7255 2.0966  -0.033
H12 2.6379 2.0049 1.0786  0.001
H13 -2.0826 0.6978 6.9371  0.000
H14 -1.6743 2.4654 0.9088  -0.001
C12 0.1701 1.9430 -6.7936  0.000
C13 0.5104 2.4008 0.5315  0.048
O2 -0.7950 -2.4992 4.5444  0.001
H15 1.2487 -2.2901 -0.5968  -0.004
C14 0.1517 -0.7987 -4.2004  -0.001
H16 -2.2691 -1.5799 6.5367  0.000
C15 -0.5075 -2.0984 0.7406  0.043
H17 0.9663 -1.2165 3.5851  -0.004
O3 -0.3799 1.9285 5.2569  0.001
H18 -0.3292 1.8156 -4.7080  0.000
N1 -0.5689 -0.1735 4.1908  -0.001
C16 0.6427 1.2621 -7.9075  0.000
H19 2.6874 -1.6469 1.5729  0.005
C17 -0.8480 -1.3481 4.9565  0.001
C18 -1.1259 -0.8001 -3.4809  0.000
H20 -0.0760 2.9942 -6.8661  0.000
C19 0.0177 1.2845 -5.5838  0.000
C20 -0.3465 1.7823 2.5482  -0.007
C21 1.5947 1.9984 1.3475  -0.013
H21 1.0885 -1.7875 -6.5111  0.000
H22 -1.9525 -0.2258 -3.8871  0.000
C22 1.0578 1.6107 2.5966  -0.031

=====

No. 7
C3H9N2O | the ωB97M-V functional and the def2-TZVPD basis

Net charge: +1
HOMO energy (eV): -12.9

Last column: natural (NBO) charge in e.
CARTESIAN COORDINATES (ANGSTROEM)
N1 0.4076 -0.9360 -1.6778  -0.785
H1 -2.8533 0.5806 0.0249  0.212
C1 1.7152 -0.9309 0.5940  -0.289
H2 1.4541 -1.9462 0.1988  0.185
H3 0.0549 -0.9836 -2.5806  0.425
N2 -1.5528 1.2305 1.3563  -0.639
H4 1.2053 -1.6288 -1.4469  0.388
C2 -2.0175 1.1592 0.1565  0.106
H5 -2.0118 0.6737 2.0568  0.417
H6 1.6960 -1.0347 1.6765  0.222
H7 -1.6735 1.8023 -0.5745  0.229
H8 2.6050 -0.5607 0.2522  0.210
O1 0.6689 0.0839 0.3319  -0.498
H9 -0.7772 1.8027 1.6896  0.438
C3 -0.0133 -0.1243 -0.7505  0.380

=====

No. 8
CH6OSi | the ωB97M-V functional and the def2-TZVPD basis

SMILES: OC[SiH3]
HOMO energy (eV): -10.0

Last column: natural (NBO) charge in e.
CARTESIAN COORDINATES (ANGSTROEM)
H1 -2.1652 -0.5758 -0.8864  0.476
C1 -0.5732 0.5165 0.1889  -0.480
H2 -0.5365 0.9762 1.2010  0.211
H3 1.8702 0.5550 -0.8373  -0.175
O1 -1.7887 -0.4901 0.0195  -0.778
H4 1.1329 -1.6832 -0.5171  -0.156
H5 -0.7684 1.3840 -0.5336  0.208
H6 1.7125 -0.3186 1.3385  -0.173
Si1 1.1165 -0.3640 0.0267  0.867

=====

No. 9
C4H11InNO | the ωB97M-V functional and the def2-TZVPD basis

⟨S²⟩: 1.498
Net charge: +4
Spin multiplicity: 2
HOMO energy (alpha / beta) (eV): -29.8 / -29.9

Last column: Mulliken spin population.
CARTESIAN COORDINATES (ANGSTROEM)
H1 25.6983 10.2644 8.5423  0.014
H2 28.4968 12.6390 6.7695  -0.093
H3 26.6190 13.7511 7.7707  0.023
H4 28.2643 15.0543 6.2506  -0.046
C1 27.6744 12.9896 6.1458  0.016
N1 27.6985 11.9773 5.0641  -0.360
H5 26.7039 11.6755 9.1223  0.035
H6 27.2894 10.6577 7.8249  0.085
H7 28.1882 11.1683 5.4186  -0.002
H8 29.0302 14.0807 5.0246  0.007
O1 25.7184 11.9045 7.2803  0.661
C2 26.3854 11.0674 8.2756  0.101
H9 25.6845 13.6833 6.2321  0.013
H10 27.4032 14.7042 4.7217  -0.018
C3 28.0680 14.3024 5.4863  -0.105
In1 24.7548 11.2690 4.5406  0.727
H11 28.4131 12.2704 4.4133  -0.008
C4 26.3367 13.1384 6.9145  -0.048

=====

No. 10
C31H39BN10STa | the ωB97M-V functional and the def2-TZVPD basis

Net charge: +3
HOMO energy (eV): -16.7

Last column: natural (NBO) charge in e.
CARTESIAN COORDINATES (ANGSTROEM)
C1 1.1248 -1.4376 -3.4912  0.091
H1 3.0811 -1.5402 8.1357  0.250
C2 -2.2944 1.6150 -1.5633  0.263
C3 -2.5213 -2.8204 -1.0419  -0.580
H2 0.2014 -3.3026 -4.2241  0.279
H3 -2.7735 2.8921 -3.3088  0.271
H4 -5.0650 2.9933 -0.1272  0.241
H5 -4.9013 0.5383 0.4545  0.256
C4 -3.6502 1.5806 -0.9311  -0.263
C5 4.0792 -3.6331 1.3829  -0.097
H6 -2.2126 -2.4550 -0.0575  0.170
H7 -1.3601 -5.2824 -0.5257  0.251
C6 2.3703 -2.5607 6.3883  -0.209
H8 1.4733 3.7851 4.0516  0.247
C7 3.0008 -0.2466 6.4268  -0.178
H9 4.9228 -4.2627 1.6189  0.268
N1 1.2140 1.4172 0.2453  -0.449
H10 -0.7683 3.9701 2.5431  0.254
H11 2.2436 -3.5027 6.8972  0.248
H12 -3.3058 0.9126 1.0896  0.186
H13 2.8053 2.8777 3.3452  0.220
C8 2.0787 -2.4625 5.0433  -0.136
H14 1.2804 2.0603 3.7731  0.218
C9 1.1883 3.2739 1.9698  -0.267
H15 -2.9044 -1.9967 -1.6433  0.226
H16 -1.7398 -4.0251 -2.6348  0.259
C10 -2.0584 2.3314 -2.7429  -0.312
N2 0.8226 -0.3871 2.5441  -0.406
H17 -3.3280 -3.5325 -0.8867  0.265
C11 -1.2300 -0.0008 3.3491  0.348
H18 -3.1169 0.2135 4.0688  0.437
H19 3.7145 3.4924 0.5076  0.277
C12 -4.0268 2.9920 -0.4474  -0.589
C13 -0.3371 3.2190 1.8858  -0.587
Ta1 -0.0689 -0.3454 0.3759  2.103
N3 -0.1797 1.3758 -2.0947  -0.344
H20 3.9869 -2.6688 3.3058  0.273
H21 -0.6663 3.4399 0.8704  0.220
H22 3.8332 -4.3681 -0.6258  0.265
H23 -3.5354 -0.4205 -0.0840  0.198
C14 2.6490 -0.1173 5.0986  -0.170
C15 2.4503 -1.9766 1.9876  0.094
B1 1.2164 0.7461 -2.1730  0.491
H24 1.5001 4.2985 1.7357  0.256
H25 -4.3434 1.3182 -1.7401  0.250
H26 -1.8925 1.1205 4.8968  0.447
H27 -3.4079 3.2912 0.3963  0.202
C16 2.8393 -1.4568 7.0879  -0.138
H28 2.7923 0.8228 4.5950  0.222
C17 3.5606 -2.7516 2.3191  -0.158
C18 -0.3521 -2.5092 -2.2427  0.268
N4 -2.1568 0.5182 4.1297  -0.750
H29 3.8106 1.8107 -1.6179  0.264
N5 1.8824 -2.0269 0.7635  -0.478
H30 3.4199 0.6001 6.9455  0.244
N6 -1.1376 1.0305 -1.1735  -0.445
H31 -0.2362 -4.0366 0.0331  0.186
C19 0.3177 -2.5578 -3.4640  -0.308
N7 0.0281 0.2042 3.4699  -0.362
H32 1.7038 -3.3230 4.5131  0.215
H33 1.8137 1.1616 -3.0933  0.026
N8 1.9724 1.1057 -0.8571  -0.355
C20 3.0108 2.7319 0.2397  -0.288
H34 0.1433 -5.0247 -1.3949  0.229
C21 3.4744 -3.6985 0.1380  -0.188
H35 1.7857 -1.1007 -4.2639  0.266
H36 1.9104 -2.9178 -1.0903  0.224
C22 2.3923 -2.8713 -0.1267  0.077
C23 3.0701 1.8841 -0.8451  0.104
C24 -1.3544 -3.5006 -1.7533  -0.283
C25 1.8071 2.4407 0.8918  0.283
S1 -1.8140 -1.0543 1.9851  0.025
N9 0.0604 -1.4157 -1.5595  -0.482
C26 -0.7274 2.1579 -3.0357  0.082
H37 -0.1578 2.5442 -3.8583  0.259
C27 1.7216 2.9702 3.3759  -0.615
C28 2.1878 -1.2277 4.3851  -0.208
N10 0.9662 -0.7608 -2.3461  -0.330
H38 -3.9151 3.7304 -1.2352  0.230
C29 1.8074 -1.1280 2.9797  0.463
H39 -0.7220 2.2408 2.1864  0.176
C30 -3.8447 0.5832 0.2014  -0.605
C31 -0.6544 -4.5240 -0.8516  -0.590

=====

No. 11
C4H7NO2S | the ωB97M-V functional and the def2-TZVPD basis

HOMO energy (eV): -10.0

Last column: natural (NBO) charge in e.
CARTESIAN COORDINATES (ANGSTROEM)
H1 0.7016 1.8966 -0.3269  0.521
C1 2.5982 -0.7958 -0.0144  -0.183
H2 2.8082 -1.6828 -0.5488  0.233
O1 1.3051 2.3358 0.2625  -0.902
H3 -0.8651 0.5946 -1.9376  0.339
C2 2.3285 0.0533 0.7690  -0.335
H4 -1.3536 -2.1040 -0.3433  0.247
N1 -0.5524 0.6629 -0.9905  -0.702
C3 -2.0471 -1.2023 -0.4053  -0.709
H5 -2.7671 -1.5287 0.3819  0.239
O2 0.5525 0.8630 2.1609  -0.956
H6 -2.5213 -0.8643 -1.3980  0.224
C4 -1.1361 -0.0270 -0.1304  0.157
H7 -0.7504 0.2882 0.9208  0.230
S1 1.6991 1.5105 1.6003  1.597

=====

No. 12
C12H10ClIO9P2Ti | the ωB97M-V functional and the def2-TZVPD basis

⟨S²⟩: 2.014
Net charge: -2
Spin multiplicity: 3
HOMO energy (alpha / beta) (eV): -2.3 / -2.7

Last column: Mulliken spin population.
CARTESIAN COORDINATES (ANGSTROEM)
H1 -2.0287 1.4594 -3.6009  0.001
O1 -1.1087 -1.1656 2.9720  0.001
C1 2.7647 1.1922 1.6569  -0.004
C2 0.0555 0.8408 -3.7899  0.000
Cl1 4.0288 1.4477 2.9407  0.000
C3 3.1767 -1.2065 -3.3329  0.063
P1 -3.8278 -0.2613 1.7495  0.002
H2 2.4094 -0.3180 -5.0119  -0.001
O2 -4.7388 -1.3475 1.7502  0.000
Ti1 -0.7152 -0.9003 1.0200  1.022
C4 1.0600 0.0046 -3.2362  0.034
O3 0.5787 0.6222 1.3605  -0.002
H3 2.8264 1.9191 0.8938  -0.003
H4 -4.0722 1.7734 0.9770  0.000
C5 -1.2620 0.4709 -1.7572  -0.024
I1 -0.2330 -3.7226 0.2026  0.017
H5 4.0421 -1.3924 -3.8725  0.005
P2 -2.0204 -0.5198 4.0033  0.001
C6 -0.3334 -0.3996 -1.1924  0.020
H6 -2.0803 0.8015 -1.1346  -0.006
C7 2.2721 -0.3601 -3.9158  -0.037
O4 1.0572 1.5188 3.3316  0.005
C8 1.9458 -1.2374 -1.3367  0.885
C9 1.3293 1.1637 2.2263  0.000
H7 0.0756 1.1385 -4.7652  0.005
C10 0.8473 -0.5814 -1.9398  0.083
H8 2.8076 0.2694 1.1799  0.017
H9 4.0657 -2.0724 -1.3487  0.035
C11 -1.1383 1.0419 -3.0280  0.004
O5 -3.4021 -0.0876 3.2361  0.000
O6 -1.3800 0.8523 4.3199  0.001
C12 3.1172 -1.5510 -1.9133  -0.120
O7 -2.4757 -1.2472 5.1487  0.000
O8 -2.5160 -0.2528 0.9263  -0.004
H10 -0.4890 1.0209 3.9466  -0.001
O9 -4.6387 1.0865 1.3341  0.000